[1]
The following is a DFT calculation (ωB97M-V/def2-TZVPD) of C4H6OS2 as an isolated structure at a distorted geometry.

## Properties
- ΔE to the lowest compared entry with this formula, charge and spin: 122.8 kcal per mole
- Frontier orbital gap: 0.28010 Ha
- LUMO: -0.031 Ha
- Total charge: 0

The geometry in XYZ format:
```
13
Properties=species:S:1:pos:R:3:forces:R:3:lowdin_charge:R:1
C -1.6518 1.0420 1.2362 1.27 4.17 1.71 -0.50
C -0.3552 -1.1224 -0.2637 -2.18 -3.29 0.54 -0.90
C 1.0730 -0.5242 -0.2112 -2.89 1.80 1.64 -0.35
C 1.7596 -0.2196 -1.4332 3.22 0.79 4.05 -0.07
H -0.9581 2.1225 0.7312 -2.02 -3.81 1.53 0.14
H -2.6575 1.4856 1.3798 0.32 -0.19 -0.46 -0.03
H -1.3715 0.9943 2.5220 -0.21 -0.78 -4.15 0.12
H 1.5776 -0.5137 0.7875 -0.41 -0.82 -1.03 0.16
H 1.4005 -0.5963 -2.2935 -1.69 -0.54 -2.99 0.07
H 2.9070 -0.4183 -1.3305 -1.99 1.41 -0.28 0.15
O 1.0365 0.8896 -0.6649 1.77 -2.67 -1.65 -0.09
S -1.9811 -0.3475 0.0727 2.90 0.99 1.11 0.75
S -0.7790 -2.7919 -0.5324 1.90 2.94 -0.02 0.54
```
Forces are in eV/Å.

***

[2]
The following is a DFT calculation (ωB97M-V/def2-TZVPD) of C27H32N4O4S2Sc as an isolated structure at a distorted geometry.

## Properties
- ΔE to the lowest compared entry with this formula, charge and spin: 22.2 kcal per mole
- Frontier orbital gap: 0.22071 Ha
- LUMO: -0.134 Ha
- Total charge: +1

The geometry in XYZ format:
```
70
Properties=species:S:1:pos:R:3:forces:R:3:lowdin_charge:R:1
Sc -0.0016 -0.3904 -0.2218 -1.36 -0.88 0.27 0.82
C -2.9489 0.7049 -0.6234 -0.02 -0.03 0.01 -0.15
C -2.7599 0.8463 0.8782 0.02 0.08 0.05 -0.13
O -1.6589 0.0336 1.2987 0.10 0.25 -0.07 -0.25
C -1.3338 0.1780 2.6784 0.02 0.02 -0.02 -0.13
C 0.0919 -0.3112 2.8540 -0.06 0.09 0.02 -0.12
O 0.9244 0.1640 1.7804 -0.05 0.02 0.04 -0.25
C 1.5071 1.4654 1.9022 -0.05 -0.02 -0.05 -0.11
C 0.6263 2.5088 1.2396 0.00 -0.07 -0.02 -0.13
O 0.1411 1.9251 0.0313 0.08 0.16 -0.08 -0.23
C -0.6684 2.8107 -0.7607 0.08 -0.12 0.05 -0.12
C -1.2619 1.9472 -1.8548 0.25 0.16 -0.08 -0.13
O -1.6864 0.6995 -1.3193 0.06 0.11 0.03 -0.26
H -3.5556 1.5272 -1.0066 -0.05 0.01 0.06 0.15
H -3.4077 -0.2505 -0.8667 0.03 0.11 0.01 0.05
H -3.6676 0.5241 1.3930 -0.03 0.00 -0.02 0.14
H -2.5375 1.8801 1.1647 -0.04 0.02 0.03 0.12
H -2.0217 -0.4139 3.2870 0.00 -0.02 0.01 0.14
H -1.4241 1.2321 2.9607 -0.03 0.01 0.01 0.13
H 0.1491 -1.3964 2.7988 -0.05 -0.01 0.00 0.11
H 0.4881 0.0274 3.8121 0.06 -0.07 0.00 0.15
H 2.4704 1.4008 1.3986 0.01 -0.01 -0.02 0.14
H 1.6790 1.7087 2.9511 0.00 0.00 0.01 0.15
H 1.2078 3.4074 1.0190 0.02 0.01 0.00 0.15
H -0.2253 2.7918 1.8646 -0.02 0.01 0.01 0.13
H -0.0506 3.6043 -1.1859 0.03 0.00 0.00 0.15
H -1.4325 3.2596 -0.1213 -0.01 0.00 0.02 0.13
H -0.4902 1.7121 -2.5893 -0.02 -0.03 -0.03 0.14
H -2.0848 2.4531 -2.3607 0.00 0.01 0.00 0.15
S 0.8933 -2.6194 0.3378 0.68 0.11 0.10 0.66
C 0.9395 -2.6576 -1.4142 0.34 -0.18 -0.13 -0.83
N 0.6455 -3.7860 -2.1305 -0.02 0.07 -0.14 0.13
N -0.0577 -4.6357 -1.5425 -0.09 -0.10 -0.05 0.03
C -0.4745 -5.8527 -2.1318 0.10 0.06 -0.02 -0.20
C -1.4599 -6.5658 -1.4656 -0.02 0.06 0.05 -0.01
C -1.9022 -7.7597 -2.0074 -0.01 -0.03 -0.01 -0.06
C -1.3571 -8.2236 -3.1962 -0.02 -0.03 0.00 -0.07
C -0.3686 -7.4960 -3.8480 0.02 0.02 -0.01 -0.06
C 0.0851 -6.3004 -3.3201 0.01 -0.01 -0.02 -0.01
N 1.3293 -1.6968 -2.2405 -0.02 0.23 0.26 0.05
N 1.4686 -0.4946 -1.7161 0.24 -0.04 -0.25 -0.11
C 2.1020 0.4481 -2.5718 -0.10 0.02 -0.21 -0.26
C 2.5694 1.6350 -2.0141 0.00 -0.05 0.09 -0.05
C 3.1671 2.6001 -2.8101 0.01 0.03 0.02 -0.08
C 3.3076 2.3922 -4.1733 0.00 0.00 0.00 -0.08
C 2.8553 1.2026 -4.7285 0.00 -0.01 -0.01 -0.07
C 2.2588 0.2313 -3.9408 -0.05 0.00 0.01 -0.02
H -0.4745 -4.3607 -0.6463 -0.02 0.00 0.21 0.06
H -1.8835 -6.1760 -0.5467 0.01 -0.02 -0.01 0.12
H -2.6733 -8.3263 -1.5039 0.00 0.01 0.00 0.11
H -1.7012 -9.1583 -3.6182 0.00 0.01 0.01 0.11
H 0.0542 -7.8665 -4.7718 0.00 0.01 0.00 0.11
H 0.8568 -5.7226 -3.8089 -0.01 0.00 0.01 0.11
H 2.4968 1.7830 -0.9440 0.00 0.00 -0.02 0.09
H 3.5422 3.5100 -2.3590 0.00 0.00 0.00 0.11
H 3.7781 3.1421 -4.7945 0.00 0.00 0.00 0.11
H 2.9712 1.0259 -5.7900 -0.01 -0.01 0.01 0.11
H 1.9124 -0.6939 -4.3773 -0.01 -0.01 0.01 0.11
S -2.0691 -2.2607 -0.8299 -0.10 0.11 -0.14 0.65
C -2.9535 -2.4951 0.6904 0.19 -0.14 0.15 -0.64
C -4.3003 -2.1436 0.7908 -0.08 -0.01 0.06 -0.14
C -4.9979 -2.2920 1.9867 0.00 0.03 -0.12 -0.09
C -4.3708 -2.8067 3.1091 0.01 -0.03 0.07 -0.10
C -3.0408 -3.2005 3.0171 0.03 0.01 -0.05 -0.10
C -2.3434 -3.0514 1.8266 -0.13 0.10 -0.07 -0.14
H -4.8194 -1.7748 -0.0862 0.01 0.01 -0.01 0.10
H -6.0451 -2.0184 2.0310 0.01 0.01 -0.01 0.11
H -4.9184 -2.9313 4.0341 0.01 0.00 0.00 0.10
H -2.5475 -3.6443 3.8742 0.00 0.01 -0.01 0.11
H -1.3134 -3.3743 1.7641 0.05 -0.01 -0.01 0.05
```
Forces are in eV/Å.

***

[3]
The following is a DFT calculation (ωB97M-V/def2-TZVPD) of C37H67AsCaClFN4Si4 as an isolated structure.

## Properties
- ΔE to the lowest compared entry with this formula, charge and spin: 24.3 kcal per mole
- Frontier orbital gap: 0.22569 Ha
- LUMO: 0.160 Ha
- Total charge: -2

The geometry in XYZ format:
```
116
Properties=species:S:1:pos:R:3:forces:R:3:lowdin_charge:R:1
Ca -0.4957 0.5235 0.4738 0.47 -0.44 -0.18 1.09
C 0.1512 0.3266 4.5966 0.01 0.14 0.20 -0.19
Si -0.1844 -1.2354 3.6176 -0.04 -0.03 -0.09 0.39
C -0.5802 -2.5524 4.9194 -0.08 -0.17 0.17 -0.19
C 1.4470 -1.8126 2.8725 0.16 -0.01 -0.07 -0.19
C -1.5171 -1.0891 2.3601 0.13 -0.02 -0.18 -0.43
C -1.4374 -2.1681 1.3612 -0.09 0.21 0.14 -0.43
C -2.2871 -3.2973 1.3434 0.09 -0.09 -0.12 -0.04
C -2.0856 -4.2944 0.4145 -0.02 0.05 0.01 -0.08
C -1.0565 -4.1769 -0.5190 -0.01 0.00 -0.01 -0.08
C -0.2990 -3.0246 -0.4940 -0.02 0.20 0.03 -0.14
N -0.4814 -2.0499 0.4041 -0.13 0.07 -0.03 0.00
Si -3.1782 -0.5919 2.9544 0.03 -0.03 -0.04 0.39
C -4.0969 -1.7946 4.1059 -0.13 -0.10 0.18 -0.19
C -3.1053 0.9954 3.9591 0.02 0.18 0.12 -0.20
C -4.3472 -0.3625 1.5045 -0.12 -0.01 -0.20 -0.19
H 0.9884 0.1378 5.2812 -0.06 0.03 -0.03 0.03
H -0.7143 0.6368 5.1936 0.16 -0.05 -0.08 0.02
H 0.4438 1.1535 3.9417 -0.03 -0.07 0.02 -0.02
H 0.2377 -2.6418 5.6457 -0.06 -0.02 -0.06 0.02
H -0.7276 -3.5326 4.4474 0.00 0.09 0.05 0.03
H -1.4966 -2.3077 5.4695 0.17 -0.04 -0.04 0.00
H 2.1011 -2.1847 3.6710 -0.04 0.04 -0.08 0.03
H 1.9602 -0.9786 2.3764 -0.08 -0.12 0.01 -0.02
H 1.3058 -2.6146 2.1431 0.00 0.02 0.07 0.02
H -3.0688 -3.3821 2.0876 0.07 -0.01 -0.04 0.08
H -2.7230 -5.1717 0.4143 -0.01 -0.01 0.00 0.10
H -0.8716 -4.9423 -1.2597 0.00 0.01 -0.03 0.08
H 0.4812 -2.8351 -1.2257 -0.04 0.00 0.05 0.08
H -3.4949 -2.0561 4.9836 -0.13 0.04 -0.11 0.00
H -4.3960 -2.7278 3.6154 0.02 0.09 0.05 0.01
H -5.0124 -1.3044 4.4631 0.05 -0.06 -0.01 0.02
H -2.9785 0.7746 5.0269 -0.01 0.06 -0.12 0.02
H -4.0385 1.5552 3.8333 0.05 -0.06 0.04 0.02
H -2.2942 1.6559 3.6402 -0.09 -0.06 0.01 0.00
H -3.9028 0.2768 0.7371 -0.04 -0.01 0.03 -0.02
H -4.6043 -1.3230 1.0413 0.03 0.09 0.03 0.03
H -5.2768 0.1256 1.8203 0.06 -0.07 0.00 0.03
C -3.8432 -0.3305 -2.1634 -0.06 -0.02 0.06 -0.07
C -3.7706 -0.2277 -3.6871 0.09 0.00 0.02 -0.37
C -3.5023 1.2131 -4.1243 0.01 0.08 0.01 -0.06
C -2.8058 -1.2367 -4.2902 -0.04 -0.08 0.00 -0.14
C -3.3205 -2.1885 -5.1698 0.03 0.05 0.07 -0.07
C -2.5189 -3.1611 -5.7491 0.02 0.05 0.05 -0.12
C -1.1741 -3.1992 -5.4135 0.01 0.02 0.00 -0.07
C -0.6182 -2.2709 -4.5383 -0.09 -0.04 -0.02 -0.14
C 0.8434 -2.3852 -4.1508 0.03 0.00 0.02 -0.38
C 1.2778 -3.8357 -3.9321 0.05 -0.06 0.03 -0.09
C 1.7877 -1.7390 -5.1699 0.05 0.01 -0.03 -0.06
C -1.4260 -1.2457 -3.9806 0.05 0.11 0.01 -0.20
N -0.8652 -0.2934 -3.1218 0.08 -0.03 -0.22 0.08
C -0.2092 0.7096 -3.7189 -0.09 0.03 -0.01 -0.30
C -0.2118 1.0472 -5.1058 0.05 -0.02 -0.04 -0.07
C 0.4969 2.1263 -5.6186 0.00 -0.03 0.09 -0.14
C 1.2493 2.9641 -4.8025 -0.07 -0.07 -0.01 -0.15
C 1.2541 2.6937 -3.4300 0.06 0.04 -0.03 -0.04
C 0.5500 1.6266 -2.9496 -0.06 0.00 -0.35 -0.23
F 0.5765 1.4133 -1.6073 0.04 -0.08 0.62 -0.10
H -4.5839 0.3668 -1.7588 0.05 -0.04 -0.04 0.08
H -2.8739 -0.0927 -1.7240 -0.01 -0.01 -0.04 0.05
H -4.1231 -1.3420 -1.8590 0.03 0.01 0.04 0.08
H -4.7569 -0.5056 -4.0725 -0.08 0.02 -0.03 0.11
H -2.5563 1.5764 -3.7222 -0.09 -0.02 -0.01 0.07
H -4.2994 1.8682 -3.7572 0.03 -0.03 -0.02 0.07
H -3.4592 1.2971 -5.2138 0.00 -0.01 0.04 0.08
H -4.3819 -2.1592 -5.4017 0.02 0.00 0.01 0.10
H -2.9392 -3.8898 -6.4332 0.00 0.01 0.00 0.08
H -0.5431 -3.9767 -5.8361 -0.04 0.05 0.02 0.10
H 0.9394 -1.8520 -3.2021 0.04 0.06 0.02 0.09
H 1.3697 -4.3765 -4.8815 -0.01 0.04 0.07 0.06
H 0.5650 -4.3779 -3.3081 0.00 0.00 0.03 0.06
H 2.2564 -3.8600 -3.4442 -0.04 0.00 -0.01 0.07
H 1.6848 -2.2356 -6.1429 0.01 0.04 0.05 0.08
H 2.8291 -1.8520 -4.8456 -0.05 -0.02 -0.02 0.07
H 1.5837 -0.6773 -5.3057 -0.02 -0.05 0.01 0.06
H -0.7923 0.4200 -5.7735 0.03 0.03 -0.02 0.11
H 0.4526 2.3159 -6.6869 0.00 0.00 0.01 0.09
H 1.7980 3.8071 -5.2010 0.00 -0.01 -0.01 0.07
H 1.7991 3.3058 -2.7204 -0.01 -0.01 -0.01 0.11
N 3.3493 -1.0527 -1.7560 -0.14 -0.27 -0.08 -0.05
N 2.2495 -0.8603 -0.8573 0.07 0.03 0.01 -0.06
H 4.1114 -0.4348 -1.5143 0.18 0.13 0.03 0.03
H 3.0210 -0.7781 -2.6718 -0.05 0.01 -0.12 0.04
H 2.2317 0.1128 -0.5689 -0.05 0.12 0.15 -0.03
H 2.4243 -1.4107 -0.0261 0.01 -0.09 0.00 0.04
C 0.0572 4.4766 3.0185 -0.18 0.05 -0.04 -0.24
Si 1.8393 3.9002 2.8877 -0.01 -0.18 -0.07 0.11
C 2.3675 3.6368 4.6823 0.06 -0.04 0.15 -0.24
C 2.8121 5.4057 2.3015 0.11 0.14 -0.06 -0.25
As 2.1203 2.0936 1.4673 0.00 -0.09 -0.02 0.65
Si 4.0950 1.3218 2.3782 -0.17 0.09 -0.07 0.10
C 5.4159 2.6621 2.5586 0.09 0.16 0.00 -0.25
C 4.0283 0.4584 4.0536 -0.03 -0.09 0.16 -0.23
C 4.8723 0.0685 1.2032 0.07 -0.13 -0.11 -0.25
H 0.0012 5.2664 3.7792 -0.03 -0.06 -0.05 0.02
H -0.6241 3.6687 3.3059 0.06 0.08 -0.02 0.01
H -0.3150 4.8887 2.0759 0.03 -0.01 0.11 0.01
H 2.1563 4.5578 5.2397 0.02 -0.05 0.02 0.02
H 3.4336 3.4162 4.7849 -0.06 0.02 0.00 0.00
H 1.8069 2.8175 5.1441 0.03 0.08 -0.04 0.01
H 2.6313 6.2642 2.9617 0.03 -0.03 -0.06 0.02
H 2.5090 5.6747 1.2845 0.01 -0.01 0.08 0.02
H 3.8867 5.2001 2.2798 -0.08 0.03 0.01 0.00
H 5.1279 3.4416 3.2712 0.03 -0.09 -0.05 0.00
H 5.5878 3.1478 1.5922 0.01 -0.04 0.08 0.02
H 6.3580 2.2163 2.9029 -0.04 0.05 -0.03 0.02
H 3.5640 1.0887 4.8157 0.05 -0.02 -0.03 0.00
H 5.0430 0.2015 4.3850 -0.06 0.00 0.00 0.02
H 3.4425 -0.4622 3.9887 0.10 0.11 0.03 -0.01
H 4.9613 0.5058 0.2024 0.02 -0.04 0.10 0.01
H 4.2816 -0.8508 1.1244 0.08 0.11 0.02 0.01
H 5.8783 -0.2021 1.5478 -0.07 0.00 -0.03 0.02
Cl -3.1029 3.0669 0.9360 0.15 0.07 -0.06 0.27
C -1.4101 2.7516 0.1874 -0.48 0.12 -0.05 -0.72
H -0.7832 3.4996 0.6745 -0.01 0.04 -0.02 -0.11
H -1.5318 3.0908 -0.8478 -0.05 -0.01 0.03 -0.06
```
Forces are in eV/Å.

***

| no. | E_HOMO (eV) |
| --- | --- |
| 1 | -8.456 |
| 2 | -9.665 |
| 3 | -1.792 |